# 1
{"formula": "C5H8OS2", "method": "wB97M-V/def2-TZVPD", "energy_ev": -29029.8506, "largest_force_ev_per_a": 2.5, "smiles": "OC[C@@]12CSC[C@H]1S2", "homo_ha": -0.3258, "lumo_ev": 0.5, "species": ["O", "C", "C", "C", "S", "C", "C", "S", "H", "H", "H", "H", "H", "H", "H", "H"], "coordinates": [[1.508, -0.388, 2.017], [0.249, -0.346, 1.322], [0.549, 0.476, 0.062], [1.104, -0.382, -1.024], [-0.542, -1.157, -1.622], [-1.664, 0.086, -0.789], [-0.592, 1.183, -0.596], [0.328, 2.245, 0.474], [1.420, -1.015, 2.738], [-0.559, 0.176, 1.961], [-0.093, -1.399, 1.055], [1.729, -1.244, -0.781], [1.537, 0.169, -1.944], [-2.051, -0.344, 0.164], [-2.548, 0.416, -1.423], [-0.373, 1.523, -1.614]], "lowdin_charge": [-0.071, -0.296, -0.756, -0.350, 0.812, -0.410, -0.662, 0.955, 0.084, 0.134, 0.121, 0.076, 0.112, 0.070, 0.094, 0.086]}


# 2
{"formula": "C21H24N2O2", "method": "wB97M-V/def2-TZVPD", "energy_ev": -29239.4203, "largest_force_ev_per_a": 1.3, "homo_ha": -0.2646, "lumo_ev": -0.8, "species": ["C", "N", "C", "C", "C", "C", "C", "C", "C", "C", "C", "C", "H", "H", "H", "H", "H", "H", "H", "H", "H", "H", "H", "H", "H", "H", "C", "C", "C", "C", "C", "C", "C", "O", "C", "O", "N", "C", "C", "H", "H", "H", "H", "H", "H", "H", "H", "H", "H"], "coordinates": [[0.406, 4.021, 0.197], [-0.553, 2.932, 0.069], [-1.935, 3.188, 0.453], [-0.228, 1.760, -0.473], [-1.156, 0.752, -0.762], [-0.811, -0.361, -1.519], [-1.807, -1.170, -2.205], [-1.605, -1.591, -3.537], [-2.597, -2.267, -4.237], [-3.813, -2.576, -3.605], [-4.041, -2.155, -2.293], [-3.066, -1.426, -1.611], [-0.118, 4.883, 0.618], [1.236, 3.749, 0.864], [0.831, 4.290, -0.781], [-1.970, 4.170, 0.930], [-2.591, 3.181, -0.431], [-2.281, 2.419, 1.158], [0.834, 1.602, -0.709], [-2.202, 0.859, -0.434], [0.234, -0.443, -1.815], [-0.659, -1.329, -4.014], [-2.429, -2.536, -5.277], [-4.574, -3.147, -4.142], [-4.993, -2.373, -1.804], [-3.263, -1.035, -0.611], [2.935, 2.657, 2.317], [3.096, 2.015, 1.083], [2.871, 0.645, 0.968], [2.477, -0.098, 2.084], [2.184, -1.575, 1.936], [0.841, -1.972, 1.305], [0.686, -3.500, 1.343], [0.417, -3.914, 0.020], [0.555, -2.806, -0.811], [0.587, -2.966, -2.027], [0.664, -1.660, -0.084], [2.402, 0.528, 3.337], [2.616, 1.901, 3.453], [3.052, 3.736, 2.394], [3.397, 2.581, 0.199], [2.981, 0.129, 0.010], [2.957, -2.044, 1.309], [2.201, -2.037, 2.932], [0.017, -1.524, 1.898], [1.625, -3.983, 1.637], [-0.117, -3.810, 2.027], [2.172, -0.085, 4.215], [2.539, 2.386, 4.425]], "lowdin_charge": [-0.025, -0.186, -0.038, -0.039, -0.072, -0.005, -0.208, -0.022, -0.066, -0.074, -0.080, -0.021, 0.087, 0.058, 0.103, 0.085, 0.105, 0.101, 0.139, 0.096, 0.113, 0.123, 0.105, 0.104, 0.104, 0.111, -0.123, -0.120, -0.053, -0.214, -0.120, -0.350, -0.153, -0.003, -0.597, 0.024, 0.076, -0.040, -0.086, 0.098, 0.106, 0.117, 0.132, 0.116, 0.139, 0.117, 0.121, 0.113, 0.101]}


# 3
{"formula": "C4H9NO2", "method": "wB97M-V/def2-TZVPD", "energy_ev": -9879.5546, "largest_force_ev_per_a": 0.5, "smiles": "CCNC(=O)OC", "homo_ha": -0.3598, "lumo_ev": 0.9, "species": ["C", "C", "N", "C", "O", "O", "C", "H", "H", "H", "H", "H", "H", "H", "H", "H"], "coordinates": [[-1.970, 0.841, 0.850], [-1.788, -0.520, 0.178], [-0.602, -0.586, -0.658], [0.647, -0.625, -0.115], [0.926, -0.914, 1.029], [1.545, -0.297, -1.078], [2.829, 0.099, -0.618], [-1.884, 1.649, 0.115], [-2.954, 0.917, 1.324], [-1.203, 0.993, 1.617], [-1.717, -1.312, 0.928], [-2.644, -0.750, -0.465], [-0.635, -0.117, -1.550], [3.485, 0.058, -1.488], [2.781, 1.127, -0.242], [3.185, -0.562, 0.173]], "lowdin_charge": [-0.087, -0.239, 0.060, -0.584, 0.092, -0.051, -0.058, 0.073, 0.071, 0.073, 0.118, 0.113, 0.141, 0.091, 0.097, 0.089]}


# 4
{"formula": "CHCl2NO", "method": "wB97M-V/def2-TZVPD", "energy_ev": -29629.1506, "largest_force_ev_per_a": 2.2, "homo_ha": [-0.3522, -0.3519], "lumo_ev": [-3.2, -3.1], "species": ["C", "N", "O", "Cl", "Cl", "H"], "coordinates": [[0.988, 0.248, 0.043], [0.136, 0.897, 0.636], [-1.386, -0.776, 0.023], [2.593, 0.595, -0.204], [-2.897, -0.291, -0.203], [0.565, -0.673, -0.294]], "lowdin_charge": [-0.807, 0.213, -0.783, 0.737, 0.584, 0.055]}